# 1
Entry from OMol25: 7 unconnected molecules or ions with the total composition C18H48N3O9 at a distorted geometry (ωB97M-V with the def2-TZVPD basis set).

DFT total energy	-1555.31435	hartree
relative energy (zero: lowest compared OMol25 entry of this formula, charge and spin)	11.4	kcal/mol
charge	+1

```
78
Properties=species:S:1:pos:R:3:forces:R:3:mulliken_charge:R:1
O 23.179000 22.313000 24.193000 5.525 -4.856 -0.273 -0.4780
O 27.111000 24.216000 23.260000 -1.178 -1.418 1.675 -0.7671
O 28.490000 23.511000 20.841000 -0.511 0.220 -0.153 -0.2958
O 28.221000 22.883000 24.508000 0.276 -1.358 0.789 -0.6828
O 26.308000 23.571000 25.240000 0.559 -0.711 -2.042 -0.6325
O 29.935000 20.174000 26.178000 -0.713 -1.133 -8.118 -0.4768
O 32.187000 22.923000 24.632000 2.334 -0.421 -2.191 -0.6200
O 25.990000 23.904000 27.888000 -2.846 2.057 0.596 -0.5649
O 28.018000 26.937000 23.903000 -0.349 -2.174 -0.464 -0.6124
N 27.163000 23.499000 24.327000 0.099 3.106 -0.764 0.4802
N 30.147000 21.160000 24.008000 -4.198 0.855 -0.590 0.4334
N 24.967000 20.747000 23.486000 2.563 -2.391 2.671 -0.0083
C 28.045000 23.748000 19.482000 0.332 0.995 0.386 0.6482
C 26.656000 22.946000 29.817000 1.064 -7.217 -1.110 -1.6427
C 24.106000 21.463000 24.519000 -7.280 6.341 -2.292 0.4725
C 29.934000 19.941000 24.860000 1.919 3.074 7.724 0.6818
C 29.232000 24.361000 18.701000 -2.474 5.364 0.497 -1.6338
C 31.107000 23.570000 26.629000 0.037 -0.265 -1.385 -1.0156
C 30.184000 18.580000 24.359000 1.216 -0.149 2.130 -1.2078
C 28.566000 26.851000 25.196000 -1.206 4.339 1.188 2.1500
C 32.241000 23.928000 25.638000 -0.106 0.062 1.307 0.4833
C 27.087000 23.308000 28.421000 -0.776 -0.624 0.432 0.8982
C 29.676000 27.953000 25.226000 -0.068 -1.355 -0.578 -1.6122
C 28.266000 24.214000 28.264000 1.874 -2.459 1.627 -0.5487
C 25.379000 21.339000 22.252000 1.700 3.705 1.539 -1.2948
C 27.598000 22.426000 18.905000 -4.633 2.083 -0.389 -0.9950
C 27.444000 27.264000 26.253000 -0.079 -3.889 -2.308 -1.3635
C 30.409000 20.960000 22.569000 -5.499 2.296 -2.454 -1.1659
C 24.265000 21.250000 25.910000 0.902 -1.275 3.281 -0.5484
C 31.912000 25.239000 24.994000 -2.313 -1.486 1.026 -1.7474
H 25.554000 22.390000 22.620000 -0.052 -0.565 -2.080 0.3710
H 32.318000 25.438000 24.092000 2.321 0.898 -2.592 0.4897
H 33.305000 23.854000 26.092000 -1.791 0.439 -0.373 0.2306
H 26.761000 26.385000 26.325000 0.589 -0.187 0.210 0.1336
H 29.124000 23.608000 28.790000 -1.016 1.632 -1.194 0.3284
H 31.192000 20.400000 22.643000 5.020 -3.511 -0.654 0.8817
H 28.154000 25.195000 28.646000 -0.281 0.818 0.952 0.3485
H 30.700000 21.960000 21.931000 -1.440 -2.428 1.901 0.1538
H 29.834000 17.965000 25.230000 0.787 0.176 -0.958 0.3281
H 33.006000 23.113000 24.058000 -1.939 -0.671 1.037 0.2902
H 31.330000 22.625000 27.097000 -0.064 -0.322 0.359 0.4455
H 23.583000 21.909000 26.636000 1.259 -1.833 -2.079 0.3295
H 30.865000 25.315000 24.726000 -0.794 -1.247 -0.383 0.3337
H 29.453000 28.979000 24.881000 -0.621 -0.621 0.692 0.3449
H 28.920000 25.904000 25.557000 0.572 -0.782 -0.506 -0.9837
H 29.258000 24.369000 17.631000 -1.865 0.530 -1.204 0.4754
H 31.786000 26.031000 25.629000 1.283 2.316 1.958 0.6644
H 26.661000 23.725000 30.364000 -0.814 5.935 3.864 0.5803
H 28.413000 24.346000 27.219000 0.530 -0.174 -0.910 -0.3729
H 27.401000 22.642000 17.806000 0.096 -1.035 1.259 0.4067
H 26.555000 22.152000 19.473000 2.096 0.637 -1.610 -0.0331
H 31.325000 18.565000 24.236000 -1.469 -0.363 0.246 0.3207
H 26.117000 20.850000 21.654000 2.180 -0.407 1.153 0.5265
H 29.738000 18.239000 23.479000 -0.732 -0.183 -1.522 0.4190
H 24.362000 20.144000 26.141000 -0.633 1.066 0.125 0.3499
H 29.925000 23.669000 18.655000 4.572 -3.194 1.560 0.4972
H 25.283000 21.565000 26.105000 0.617 0.356 0.417 -0.0457
H 28.189000 21.620000 19.139000 1.946 -1.684 0.045 0.3056
H 27.170000 24.442000 19.543000 0.720 -0.399 -0.334 0.3878
H 24.571000 19.869000 23.221000 -1.019 -1.058 0.462 0.4513
H 29.573000 25.533000 18.947000 -0.772 -3.581 -0.007 0.2314
H 25.879000 20.462000 23.960000 -1.475 0.469 -0.001 0.3880
H 30.936000 21.721000 24.121000 2.624 1.442 2.718 0.3839
H 25.727000 23.726000 27.012000 0.412 -0.389 -1.389 0.4044
H 30.491000 27.662000 24.591000 0.384 -0.365 -0.800 0.4013
H 29.541000 20.282000 22.186000 1.567 1.742 -0.120 0.2128
H 27.802000 27.375000 27.223000 0.554 1.022 1.599 0.4088
H 24.719000 21.061000 21.566000 -4.315 0.751 -2.770 0.5297
H 30.964000 24.336000 27.367000 0.064 0.329 0.378 0.5705
H 29.332000 21.937000 24.182000 1.065 -1.620 -0.341 0.4119
H 27.633000 26.051000 23.690000 0.205 1.080 -0.013 0.4002
H 30.129000 23.466000 26.062000 1.212 0.151 0.544 -0.1919
H 25.666000 22.295000 30.025000 2.332 1.572 -1.064 0.2302
H 27.773000 23.810000 21.429000 0.665 -0.082 0.055 0.1316
H 26.710000 27.871000 25.824000 -0.349 2.261 -0.333 0.4121
H 27.542000 22.405000 30.301000 -1.179 0.033 -0.582 0.3573
H 30.126000 27.855000 26.182000 0.283 0.798 1.291 0.4005
H 27.289000 22.396000 27.913000 0.496 -1.066 -0.764 0.0256
```
Forces are in eV/Å.

# 2
Entry from OMol25: 6 unconnected molecules or ions with the total composition C18H48O18P4 at a distorted geometry (ωB97M-V with the def2-TZVPD basis set).

DFT total energy	-3434.43268	hartree
SMILES	COP(=O)(OC)OC.COP(=O)(OC)OC.COP(=O)(OC)OC.COP(=O)(OC)OC.CC(C)=O.CC(C)=O
relative energy (zero: lowest compared OMol25 entry of this formula, charge and spin)	0.0	kcal/mol

```
88
Properties=species:S:1:pos:R:3:forces:R:3:mulliken_charge:R:1
P 2.006136 -0.602943 3.830364 1.562 1.754 -0.816 1.0311
P 1.194136 -4.715943 3.487364 3.928 0.819 0.401 0.9752
P -0.467864 0.899057 -4.262636 2.568 -2.644 2.226 -0.2226
P -1.045864 2.208057 -0.169636 -1.180 1.843 0.483 0.9797
O 1.184136 0.823057 -4.310636 -1.749 0.028 -1.267 -0.3704
O -0.953864 2.295057 -4.542636 1.659 2.798 -0.414 -0.3500
O 3.511136 -0.547943 3.236364 -0.422 0.307 -0.140 -0.4827
O 2.542136 -4.125943 3.811364 -1.834 -0.007 -0.353 -0.6179
O -1.096864 3.314057 0.988364 -0.443 -0.877 1.843 -0.2646
O 1.271136 8.723057 -3.053636 0.185 0.260 0.438 -0.5316
O 1.156136 -1.605943 3.223364 -0.918 -1.146 -0.264 -0.2981
O -2.540864 2.433057 -0.866636 1.354 -0.123 -0.333 -0.0315
O -0.872864 0.351057 -2.982636 -0.871 -0.830 1.550 0.7395
O -1.033864 0.811057 0.624364 0.079 0.875 -1.799 -0.4522
O -0.009864 -4.233943 4.461364 0.945 -0.448 -1.203 -0.3949
O 0.852136 -4.581943 1.901364 -1.447 -0.914 2.016 -0.2602
O 2.216136 -0.657943 5.405364 -2.807 2.775 -2.681 -0.3581
O -3.846864 -3.461943 -2.826636 0.697 0.498 0.062 -0.6075
O 1.411136 -6.294943 3.739364 -1.930 0.822 0.461 -0.3097
O -1.090864 0.025057 -5.408636 0.790 2.110 -1.654 -0.3128
O 0.095136 2.465057 -1.045636 -0.334 -0.222 -0.541 -0.6764
O 1.407136 0.865057 3.458364 2.992 -1.138 2.073 -0.3900
C -3.295864 -1.540943 -1.565636 -2.071 -0.942 1.064 -0.4426
C -2.316864 2.695057 -4.348636 -0.260 -6.593 -2.056 -0.6196
C 0.350136 -3.938943 5.840364 9.101 -3.422 -4.272 -0.6125
C 0.054136 1.057057 3.823364 0.963 0.227 -3.442 -0.6961
C -3.759864 2.119057 -0.205636 0.670 2.845 1.706 -1.0406
C 0.389136 7.914057 -3.125636 -0.379 -1.285 0.253 0.6878
C 1.820136 -0.371943 -3.779636 2.988 0.993 0.135 -0.2838
C 3.693136 -1.211943 1.903364 -1.130 0.463 2.316 -0.0611
C -0.183864 7.129057 -1.920636 0.689 -2.610 0.331 -0.8658
C -2.988864 -2.823943 -2.241636 -0.298 -1.043 -0.112 0.4089
C 1.744136 -3.974943 1.010364 2.283 -3.153 -2.060 -0.0847
C -1.606864 -3.388943 -1.953636 1.132 -1.921 -1.971 -0.4999
C 3.179136 -1.340943 6.061364 1.234 -1.290 0.890 -0.6380
C -1.371864 -1.277943 -5.233636 -2.934 -4.349 1.455 -0.3938
C -0.250864 7.583057 -4.455636 -1.804 3.266 1.089 -1.0407
C 0.048136 -0.091943 0.155364 -0.315 2.398 -0.663 -1.2937
C 1.984136 -7.182943 2.819364 -1.926 -2.226 -0.930 -0.5625
C -0.935864 4.781057 0.840364 -1.409 -2.761 -1.415 -0.7128
H 2.409136 -8.062943 3.468364 -1.263 1.338 -1.638 0.2422
H 3.764136 -2.227943 2.235364 -0.606 -0.896 -0.814 0.2127
H -0.199864 6.617057 -4.758636 0.561 -3.155 -0.618 0.3109
H -0.318864 7.669057 -1.005636 1.228 0.684 0.679 0.4540
H -1.451864 -4.418943 -2.578636 -0.581 2.351 1.697 0.2993
H 0.077136 -0.388943 -0.879636 -0.931 -0.068 -0.247 0.2119
H -1.836864 4.988057 0.278364 0.035 0.948 -0.466 0.2806
H 2.046136 -1.222943 -4.494636 -1.116 1.075 0.431 0.2470
H 2.857136 -0.843943 1.334364 -0.362 -0.758 -0.583 -0.2058
H -2.833864 1.636057 -4.197636 0.229 2.466 0.018 0.2048
H 4.134136 -1.183943 5.597364 0.808 0.511 0.282 0.2822
H -3.360864 -0.670943 -2.113636 -0.077 1.611 -2.207 0.1969
H 1.813136 -2.974943 1.194364 0.496 2.603 0.652 -0.2258
H -2.579864 -1.254943 -0.867636 1.337 0.050 1.607 -0.0038
H -1.566864 -3.606943 -0.841636 0.445 0.466 -1.303 0.2606
H 2.933136 -0.001943 -3.541636 -2.536 -0.711 -0.128 0.2054
H -2.532864 3.299057 -3.573636 -0.048 2.210 2.557 0.2014
H 2.977136 -2.369943 5.860364 0.060 -1.203 0.743 0.2656
H 3.085136 -1.019943 7.105364 0.552 -0.496 -0.183 0.2223
H 2.798136 -6.766943 2.292364 1.109 0.740 -0.453 0.2934
H -1.236864 6.921057 -2.038636 -0.388 -0.590 -0.974 0.3228
H 2.776136 -4.516943 0.935364 -1.506 1.119 0.955 0.2039
H -4.716864 2.439057 -0.602636 0.506 0.427 -1.030 0.3095
H -2.541864 2.972057 -5.325636 -1.179 1.261 -1.263 0.3988
H -1.010864 5.330057 1.774364 0.721 -0.516 0.167 0.2819
H -1.369864 7.749057 -4.321636 1.236 0.118 -0.337 0.2796
H 0.774136 -2.977943 6.070364 1.709 0.682 -1.404 0.0298
H 4.580136 -0.968943 1.388364 1.279 0.978 0.095 0.3519
H -0.067864 4.736057 0.216364 0.766 1.528 -0.014 0.3190
H 1.300136 -0.669943 -2.864636 0.222 -0.155 -0.292 -0.0175
H -0.343864 0.388057 3.118364 -2.192 -0.540 -0.502 0.2444
H -3.738864 2.489057 0.824364 0.066 0.593 -0.009 0.3483
H -1.758864 -1.755943 -6.131636 0.062 0.614 -0.581 0.3823
H 1.147136 -7.429943 1.930364 2.204 -0.014 2.573 0.1889
H 1.072136 -4.771943 6.225364 -1.757 1.582 -0.303 0.2745
H 1.451136 -4.125943 -0.041636 -0.900 0.013 0.534 0.3447
H -0.791864 -2.695943 -2.389636 -1.190 -0.755 1.315 0.0120
H -3.778864 1.142057 -0.031636 -0.365 -4.496 0.174 0.4145
H -0.560864 -1.984943 -4.965636 0.022 0.914 0.372 0.1805
H -0.388864 -3.698943 6.319364 -9.148 0.442 5.088 0.5105
H -4.302864 -1.614943 -1.094636 0.694 -0.186 -0.108 0.4036
H 0.029136 -0.774943 0.883364 -0.507 -3.573 2.165 0.4678
H 0.162136 8.238057 -5.217636 -0.135 0.045 -0.043 0.3120
H -0.259864 0.896057 4.770364 -0.331 -0.858 3.294 0.3863
H -2.292864 -1.461943 -4.507636 2.076 0.564 -0.978 0.0493
H -0.098864 2.060057 3.563364 -0.797 1.388 -0.431 0.1972
H 0.345136 6.020057 -1.686636 -1.184 3.239 -0.857 0.0858
H 0.972136 0.359057 0.365364 1.316 1.273 -0.035 0.7190
```
Forces are in eV/Å.